No. 1
231
Properties=species:S:1:pos:R:3 method="wB97M-V/def2-TZVPD" total_charge=-1 orbital_gap_ev="1.14 / 7.39" fmax_ha_per_bohr=0.0984 multiplicity=2 e_tot_ev=-102651.005 lumo_energy_ev="1.78 / 1.74" s_squared=0.750 homo_ev="0.64 / -5.65"
C -5.363 7.075 -1.661
C -4.235 6.082 -1.471
C -4.465 4.826 -2.240
O -3.253 4.140 -2.175
C -3.464 2.721 -2.181
N -2.962 6.728 -1.720
H -6.273 6.520 -1.434
H -5.467 7.369 -2.705
H -5.218 8.002 -1.105
H -4.203 5.856 -0.405
H -4.709 5.058 -3.277
H -5.227 4.216 -1.754
H -3.918 2.428 -3.127
H -3.969 2.293 -1.315
H -2.491 2.231 -2.228
H -2.907 7.148 -2.636
H -2.310 5.957 -1.753
C 1.435 -2.980 -0.299
C 1.234 -1.683 -0.938
C 1.988 -0.556 -0.245
O 1.567 0.701 -0.790
C 0.508 1.463 -0.089
N 1.577 -1.871 -2.341
H 0.497 -3.536 -0.286
H 1.372 -2.755 0.765
H 2.288 -3.645 -0.435
H 0.225 -1.283 -0.843
H 3.049 -0.618 -0.486
H 1.874 -0.648 0.835
H 0.031 2.154 -0.783
H 0.973 1.979 0.751
H -0.347 0.888 0.268
H 1.669 -0.913 -2.649
H 2.475 -2.333 -2.337
C 3.971 -2.452 -4.645
C 4.425 -3.359 -3.439
C 5.821 -4.003 -3.692
O 6.081 -4.887 -2.552
C 7.131 -5.810 -2.931
N 4.370 -2.548 -2.228
H 3.995 -2.923 -5.628
H 4.611 -1.591 -4.834
H 2.980 -2.043 -4.451
H 3.680 -4.128 -3.232
H 6.522 -3.194 -3.900
H 5.741 -4.632 -4.578
H 8.115 -5.344 -2.986
H 6.887 -6.273 -3.887
H 6.987 -6.437 -2.051
H 4.760 -3.007 -1.417
H 5.001 -1.788 -2.437
C -3.763 -1.397 -3.434
C -3.116 -1.943 -2.134
C -4.190 -2.316 -1.075
C -4.912 -3.637 -1.352
C -3.879 -4.745 -1.375
C -2.871 -4.517 -2.500
N -2.301 -3.106 -2.395
O -1.257 -2.809 -3.149
C -1.705 -5.451 -2.230
C -3.477 -4.763 -3.938
C -2.322 -0.696 -1.627
H -4.515 -0.621 -3.289
H -4.094 -2.133 -4.167
H -2.999 -0.918 -4.047
H -3.719 -2.384 -0.094
H -4.929 -1.519 -0.995
H -5.550 -3.614 -2.236
H -5.657 -3.662 -0.557
H -4.461 -5.655 -1.524
H -3.290 -4.783 -0.459
H -1.148 -5.401 -1.294
H -2.004 -6.499 -2.186
H -0.947 -5.316 -3.002
H -4.409 -4.206 -4.037
H -2.787 -4.384 -4.692
H -3.714 -5.800 -4.176
H -2.999 0.118 -1.369
H -1.529 -0.312 -2.269
H -1.812 -0.884 -0.683
H -0.650 -2.364 -2.553
C 2.640 2.947 -5.869
C 1.192 2.547 -5.524
C 0.662 3.757 -4.680
C -0.833 3.815 -4.432
C -1.508 3.817 -5.818
C -0.987 2.694 -6.776
N 0.477 2.455 -6.798
O 0.871 1.392 -7.643
C -1.651 1.340 -6.365
C -1.434 3.105 -8.199
C 1.167 1.301 -4.541
H 3.277 3.396 -5.107
H 2.770 3.767 -6.576
H 3.064 2.005 -6.216
H 1.219 3.886 -3.752
H 0.953 4.708 -5.125
H -1.100 4.653 -3.788
H -1.188 2.907 -3.945
H -1.501 4.800 -6.290
H -2.565 3.704 -5.579
H -2.376 1.406 -5.553
H -2.083 0.761 -7.182
H -0.941 0.752 -5.783
H -0.746 3.923 -8.411
H -1.333 2.372 -8.999
H -2.458 3.427 -8.388
H 1.302 0.379 -5.106
H 0.251 1.314 -3.951
H 2.002 1.287 -3.840
H 0.674 0.673 -7.039
C -3.845 -0.171 1.915
C -3.716 1.125 2.872
C -5.077 1.257 3.596
C -5.005 2.322 4.736
C -3.804 2.099 5.621
C -2.432 1.894 4.949
N -2.639 0.996 3.824
O -1.451 0.826 3.155
C -1.823 3.298 4.591
C -1.538 1.219 6.041
C -3.649 2.303 1.919
H -4.622 -0.057 1.160
H -4.023 -1.105 2.448
H -2.965 -0.299 1.285
H -5.834 1.392 2.824
H -5.184 0.248 3.993
H -5.933 2.458 5.292
H -4.818 3.240 4.178
H -4.009 1.211 6.218
H -3.761 2.906 6.353
H -2.503 3.972 4.070
H -1.543 3.824 5.504
H -0.894 3.238 4.024
H -1.487 1.732 7.001
H -1.889 0.194 6.157
H -0.489 1.215 5.745
H -2.929 2.186 1.109
H -3.507 3.228 2.479
H -4.555 2.551 1.366
H -1.506 1.548 2.525
C 0.416 7.713 3.184
C 0.205 8.182 1.745
C 1.373 9.197 1.353
C 2.711 8.465 0.936
C 2.517 7.396 -0.069
C 1.390 6.363 0.275
N 0.184 7.108 0.692
O -0.911 6.244 0.894
C 1.157 5.645 -1.130
C 1.970 5.339 1.283
C -1.120 8.958 1.670
H -0.235 6.873 3.430
H 0.325 8.542 3.885
H 1.456 7.398 3.264
H 1.109 9.819 0.498
H 1.502 9.889 2.185
H 3.315 8.124 1.777
H 3.332 9.221 0.455
H 3.474 6.880 -0.144
H 2.276 7.953 -0.974
H 2.075 5.258 -1.571
H 0.377 4.885 -1.176
H 0.717 6.322 -1.862
H 2.633 5.895 1.945
H 1.245 4.954 1.999
H 2.506 4.475 0.890
H -1.862 8.365 2.203
H -1.456 9.167 0.654
H -1.074 9.935 2.152
H -1.409 6.445 0.099
C -2.873 -5.887 3.669
C -1.377 -5.579 3.576
C -1.143 -5.088 2.130
C -1.581 -3.582 1.850
C -0.894 -2.688 2.960
C -1.175 -3.092 4.407
N -0.933 -4.534 4.596
O -1.092 -5.005 5.895
C -0.136 -2.377 5.331
C -2.531 -2.624 4.784
C -0.547 -6.910 3.815
H -3.390 -5.450 4.524
H -3.018 -6.965 3.727
H -3.333 -5.552 2.740
H -0.092 -5.013 1.851
H -1.658 -5.774 1.458
H -2.660 -3.441 1.913
H -1.289 -3.209 0.868
H -0.995 -1.606 2.878
H 0.173 -2.830 2.785
H -0.176 -1.289 5.369
H -0.037 -2.681 6.373
H 0.850 -2.659 4.960
H -2.627 -1.538 4.752
H -3.248 -3.048 4.081
H -2.848 -2.850 5.802
H -0.842 -7.630 3.052
H -0.700 -7.472 4.736
H 0.542 -6.889 3.859
H -0.226 -4.830 6.272
C 5.637 -6.623 3.488
C 6.299 -5.190 3.449
C 6.941 -4.983 2.095
C 5.956 -4.799 0.950
C 5.000 -3.624 1.304
C 4.256 -3.704 2.659
N 5.323 -4.084 3.651
O 4.986 -3.956 5.012
C 3.655 -2.299 3.012
C 3.074 -4.678 2.541
C 7.414 -5.167 4.480
H 6.356 -7.337 3.086
H 4.765 -6.650 2.834
H 5.398 -6.982 4.489
H 7.513 -4.060 1.993
H 7.541 -5.867 1.881
H 5.437 -5.680 0.573
H 6.561 -4.571 0.072
H 4.358 -3.647 0.423
H 5.543 -2.692 1.150
H 4.365 -1.529 3.314
H 3.152 -1.906 2.128
H 2.940 -2.475 3.816
H 3.349 -5.501 1.881
H 2.892 -5.106 3.527
H 2.117 -4.207 2.321
H 7.888 -4.189 4.573
H 8.192 -5.889 4.230
H 6.939 -5.444 5.421
H 5.366 -3.103 5.236

---

No. 2
84
Properties=species:S:1:pos:R:3 method="wB97M-V/def2-TZVPD" total_charge=+1 orbital_gap_ev="6.79 / 6.83" fmax_ha_per_bohr=0.0070 multiplicity=2 de_lowest_ev=0.575 e_tot_ev=-109795.308 lumo_energy_ev="-4.12 / -4.08" s_squared=0.754 homo_ev="-10.91 / -10.90"
Ti -0.467 -0.007 -0.097
C -2.024 0.649 -3.328
C -0.960 1.590 -2.795
N -1.003 1.776 -1.319
C 0.029 2.781 -0.938
C 0.236 2.846 0.569
C -2.343 2.271 -0.868
C -3.188 1.200 -0.193
N -2.293 0.355 0.593
C -2.792 -0.473 1.583
C -1.878 -1.322 2.210
F -0.576 -1.250 1.747
C -2.193 -2.243 3.176
F -1.229 -3.013 3.684
C -3.500 -2.357 3.615
C -4.435 -1.534 3.022
F -5.708 -1.604 3.399
C -4.109 -0.622 2.026
F -5.100 0.115 1.506
H -1.838 0.468 -4.387
H -3.025 1.069 -3.246
H -2.009 -0.314 -2.817
H -1.058 2.578 -3.261
H 0.039 1.219 -3.038
H -0.274 3.762 -1.319
H 0.956 2.505 -1.441
H -0.548 3.402 1.079
H 1.193 3.318 0.792
H 0.270 1.871 1.087
H -2.871 2.711 -1.716
H -2.172 3.070 -0.151
H -3.743 0.602 -0.923
H -3.923 1.705 0.433
H -3.773 -3.064 4.384
C 2.861 2.582 3.646
C 3.211 1.114 3.452
S 1.888 0.014 2.896
C 1.022 -0.457 4.408
C -0.214 0.337 4.893
S -0.918 1.608 3.804
C -0.764 3.104 4.809
C 0.551 3.858 4.687
S 2.008 2.916 5.214
H 2.229 2.929 2.830
H 3.781 3.168 3.628
H 3.651 0.695 4.359
H 3.978 1.028 2.678
H 1.766 -0.472 5.204
H 0.732 -1.493 4.238
H 0.028 0.838 5.826
H -1.010 -0.376 5.109
H -0.971 2.848 5.849
H -1.579 3.756 4.486
H 0.506 4.754 5.308
H 0.709 4.192 3.661
N 3.778 -4.468 -8.288
C 3.324 -4.008 -7.339
C 2.762 -3.431 -6.150
C 1.515 -2.816 -6.200
C 0.979 -2.264 -5.050
C 1.691 -2.303 -3.853
C 2.941 -2.919 -3.812
C 3.474 -3.491 -4.953
C 1.105 -1.699 -2.629
C 1.835 -0.659 -2.015
C 3.059 -0.123 -2.457
C 3.518 0.733 -1.467
C 2.561 0.701 -0.456
N 1.530 -0.108 -0.763
C -0.091 -2.251 -2.182
C -0.666 -3.478 -2.608
C -1.786 -3.696 -1.841
C -1.879 -2.599 -0.968
N -0.881 -1.733 -1.155
H 0.972 -2.777 -7.134
H 0.006 -1.791 -5.081
H 3.486 -2.965 -2.879
H 4.436 -3.982 -4.923
H 3.544 -0.352 -3.391
H 4.436 1.296 -1.462
H 2.564 1.241 0.480
H -0.259 -4.121 -3.371
H -2.463 -4.532 -1.876
H -2.645 -2.410 -0.230

---

No. 3
29
Properties=species:S:1:pos:R:3 method="wB97M-V/def2-TZVPD" total_charge=+1 orbital_gap_ev="6.55 / 6.90" fmax_ha_per_bohr=0.1105 multiplicity=1 de_lowest_ev=8.558 e_tot_ev=-18137.072 lumo_energy_ev="-5.51 / -5.70" homo_ev="-12.06 / -12.60"
C 0.779 3.054 -1.966
C -0.341 2.380 -2.402
C 1.897 2.392 -1.449
C -0.447 0.995 -2.381
C 1.935 1.031 -1.554
C 0.747 0.333 -1.911
C 0.830 -1.053 -1.726
C 0.825 -2.272 -1.472
C -0.697 -1.021 3.694
C -2.107 0.664 2.095
C -0.784 -0.028 2.473
N -0.410 -1.842 0.979
N -0.272 -0.683 1.344
N 1.181 -3.456 -1.939
O -0.054 -2.595 0.083
H 0.687 4.132 -2.092
H -1.100 3.077 -2.968
H 2.759 2.799 -1.160
H -1.260 0.453 -2.658
H 2.880 0.514 -1.328
H -1.657 -1.632 3.548
H -0.642 -0.444 4.602
H 0.165 -1.831 3.545
H -1.818 1.055 1.100
H -2.303 1.432 2.956
H -2.749 -0.130 1.914
H 0.057 0.604 2.768
H 0.989 -3.814 -2.854
H 0.910 -4.111 -1.240

---

No. 4
16
Properties=species:S:1:pos:R:3 method="wB97M-V/def2-TZVPD" orbital_gap_ev=7.84 fmax_ha_per_bohr=0.0160 multiplicity=1 de_lowest_ev=5.138 e_tot_ev=-7389.628 lumo_energy_ev=1.03 homo_ev=-6.81
C 1.137 -0.431 -1.536
C 0.896 0.011 -0.115
C 0.431 1.386 0.275
O 0.130 0.728 1.679
C -0.196 -0.560 0.774
C -1.679 -0.567 0.423
H 1.497 -1.470 -1.569
H 1.922 0.187 -1.998
H 0.253 -0.374 -2.202
H 1.148 0.368 1.599
H -0.565 1.780 0.002
H 1.148 2.216 0.355
H 0.039 -1.462 1.360
H -2.316 -0.666 1.311
H -1.845 -1.454 -0.206
H -2.000 0.308 -0.151

---

No. 5
9
Properties=species:S:1:pos:R:3 method="wB97M-V/def2-TZVPD" orbital_gap_ev="8.09 / 8.09" fmax_ha_per_bohr=0.0517 multiplicity=1 de_lowest_ev=5.996 e_tot_ev=-16935.033 lumo_energy_ev="-0.67 / -0.67" homo_ev="-8.76 / -8.76"
C 1.248 -2.640 0.605
C 0.496 -2.218 -0.235
C -0.692 0.902 0.158
N -0.367 1.910 -0.366
N 0.311 2.792 -0.829
F -0.020 -1.646 -1.252
I -2.546 0.123 0.608
H 1.495 -2.839 1.596
H 0.076 3.616 -0.285

---

No. 6
15
Properties=species:S:1:pos:R:3 method="wB97M-V/def2-TZVPD" orbital_gap_ev=10.64 fmax_ha_per_bohr=0.0058 multiplicity=1 de_lowest_ev=0.078 e_tot_ev=-7832.242 smiles="CC(C)C(N)=O" lumo_energy_ev=0.89 homo_ev=-9.75
C -0.941 -1.245 0.789
C -0.268 -0.286 -0.192
C -1.006 1.059 -0.254
C 1.209 -0.110 0.175
N 1.952 0.645 -0.690
O 1.716 -0.594 1.170
H -1.322 -0.703 1.660
H -0.226 -1.984 1.154
H -1.784 -1.762 0.320
H -0.290 -0.731 -1.197
H -0.585 1.743 -0.999
H -2.060 0.895 -0.506
H -0.973 1.559 0.721
H 1.631 0.873 -1.615
H 2.947 0.641 -0.533

---

No. 7
8
Properties=species:S:1:pos:R:3 method="wB97M-V/def2-TZVPD" orbital_gap_ev="7.33 / 7.31" fmax_ha_per_bohr=0.0883 multiplicity=1 de_lowest_ev=1.754 e_tot_ev=-15482.003 lumo_energy_ev="-2.05 / -2.06" homo_ev="-9.38 / -9.37"
C -2.198 0.434 -0.121
C 0.197 0.337 0.431
C -0.847 0.210 -0.544
N -3.247 0.600 0.266
S 0.604 2.055 -0.113
H -0.168 0.359 1.393
H 1.045 -0.371 0.153
H -0.756 0.080 -1.538